Entry 1:
Computed, not measured: C9H19FIN2 as an isolated structure, with ωB97M-V/def2-TZVPD.

Each line ends with the Löwdin charge.
Atoms and positions in Å:
C: -1.7369 -1.4379 0.5024  -0.26
C: 1.5832 0.3648 -1.1838  -0.13
C: 1.4626 2.7352 -0.4393  -0.01
C: 2.8008 0.9229 0.7304  -0.06
C: -1.4253 -3.2632 -1.1300  0.00
C: -1.1289 1.2582 0.1144  -0.18
C: 0.2453 0.7994 0.9127  -0.07
C: -2.2656 0.4295 0.7056  -0.77
C: 1.4701 1.2218 0.0112  -0.61
N: -1.3667 -2.1244 1.5690  0.21
N: -1.6737 -1.8434 -0.7329  0.01
F: -2.3703 0.6012 2.0816  -0.03
I: -4.1035 0.5459 -0.3417  1.00
H: 1.7679 -0.7069 -0.9149  0.09
H: 0.7456 0.0986 -1.8325  0.06
H: 2.4133 0.5630 -1.9802  0.13
H: 1.9171 3.3409 0.2485  0.05
H: 1.9741 2.9059 -1.4514  0.12
H: 0.4581 3.0308 -0.6202  0.05
H: 3.6317 1.1820 0.0211  0.11
H: 2.8915 1.5831 1.6296  0.10
H: 2.9338 -0.0762 1.0425  0.06
H: -1.9906 -3.4169 -2.0904  0.11
H: -1.8843 -3.9706 -0.3191  0.13
H: -0.3477 -3.4214 -1.2255  0.09
H: -1.1411 1.3070 -0.9903  0.11
H: -1.4890 2.2265 0.4455  0.11
H: 0.5006 -0.3038 0.9546  0.12
H: 0.3626 1.3197 1.8156  0.10
H: -1.2125 -1.6285 2.4817  0.17
H: -1.2034 -3.0725 1.4305  0.08
H: -1.8187 -1.1709 -1.4447  0.10

Cartesian forces, eV/Å:
-0.20 4.01 0.72
0.86 -3.22 -3.29
-0.10 -2.41 -2.64
0.39 2.75 0.22
-1.36 -0.30 0.63
0.25 -1.41 2.36
0.69 0.24 -4.35
1.37 -3.55 0.04
0.88 1.27 0.04
-0.82 2.70 0.30
0.05 -1.81 1.13
0.07 -0.30 -1.83
-0.01 0.15 0.35
0.47 0.61 0.43
-0.84 1.14 -0.01
-1.23 0.22 1.82
0.99 1.62 1.87
-0.43 -0.53 1.50
-0.90 0.57 0.01
-0.63 -0.22 0.77
0.12 -0.49 -0.60
-0.08 -1.29 0.26
0.83 -0.07 1.00
0.85 1.27 -1.61
-0.27 -0.20 -0.13
0.33 -0.55 0.64
0.61 0.67 0.06
-1.29 1.06 0.44
-0.29 0.37 1.48
-0.54 -0.98 -1.36
0.69 -1.91 0.44
-0.47 0.59 -0.68

Kohn-Sham gap: 10.29 eV
Charge: +1
DFT total energy: -23431.06952 eV

***

Entry 2:
Computed, not measured: C34H32BGaN5O2S3 as an isolated structure, with ωB97M-V/def2-TZVPD.

Each line ends with the Löwdin charge.
Atoms and positions in Å:
Ga: 1.8912 0.2883 -0.1425  0.05
S: 1.9774 0.3498 2.2368  0.88
C: 1.1082 -1.0703 2.4853  -0.60
N: 0.4722 -1.3172 3.6010  -0.07
C: -0.2599 -2.5700 3.8119  -0.07
C: -0.8625 -3.0048 2.5103  -0.07
N: 0.2121 -3.1196 1.5176  -0.05
C: 0.1326 -4.2771 0.5960  -0.09
C: -1.0234 -4.1435 -0.3573  -0.21
C: -2.2749 -4.6577 -0.0328  -0.05
C: -3.3336 -4.5300 -0.9178  -0.06
C: -3.1422 -3.8958 -2.1375  -0.06
C: -1.8946 -3.3915 -2.4703  -0.07
C: -0.8370 -3.5125 -1.5829  -0.04
C: 1.1024 -2.1723 1.4029  -0.61
S: 2.2707 -2.1181 0.1891  0.85
C: 0.3506 -0.3388 4.7014  -0.09
C: -1.0577 0.1966 4.7484  -0.22
C: -1.6269 0.7572 3.6066  -0.03
C: -2.9215 1.2472 3.6493  -0.06
C: -3.6518 1.1853 4.8306  -0.07
C: -3.0883 0.6267 5.9665  -0.06
C: -1.7930 0.1265 5.9237  -0.04
H: -1.0385 -2.3739 4.5471  0.14
H: 0.4264 -3.3214 4.2119  0.15
H: -1.6028 -2.2886 2.1455  0.16
H: -1.3364 -3.9778 2.6125  0.13
H: 0.0289 -5.1602 1.2285  0.14
H: 1.0791 -4.3403 0.0679  0.09
H: -2.4223 -5.1883 0.9013  0.11
H: -4.3022 -4.9375 -0.6629  0.11
H: -3.9662 -3.8011 -2.8311  0.11
H: -1.7448 -2.8940 -3.4180  0.11
H: 0.1361 -3.1134 -1.8406  0.10
H: 1.0861 0.4446 4.5401  0.09
H: 0.6032 -0.8610 5.6255  0.14
H: -1.0665 0.8049 2.6794  0.09
H: -3.3586 1.6819 2.7605  0.11
H: -4.6607 1.5730 4.8636  0.11
H: -3.6544 0.5762 6.8864  0.11
H: -1.3525 -0.3087 6.8131  0.12
O: -0.4362 0.0999 0.2953  -0.37
S: -0.7561 0.4132 -1.1188  0.66
O: -1.7368 -0.3616 -1.8149  -0.25
N: 0.7228 0.2575 -1.6973  -0.13
C: 1.2950 0.6313 -2.9092  -0.22
C: 0.6672 1.0165 -4.0589  0.02
C: 1.4304 1.3690 -5.1967  -0.04
C: 2.7926 1.3163 -5.1854  -0.02
C: 3.4690 0.9062 -4.0098  -0.14
C: 4.8738 0.8212 -3.9007  0.03
C: 5.4499 0.4252 -2.7259  -0.02
C: 4.6239 0.1289 -1.6322  -0.08
N: 3.3125 0.1953 -1.7000  0.04
C: 2.7186 0.5724 -2.8746  -0.14
C: -1.2749 2.0904 -1.1755  -0.27
C: -0.9207 2.9676 -0.1580  -0.06
C: -1.3147 4.2916 -0.2494  -0.05
C: -2.0494 4.7259 -1.3437  -0.05
C: -2.4112 3.8380 -2.3462  -0.05
C: -2.0304 2.5082 -2.2653  -0.06
H: -0.4124 1.0461 -4.1035  0.11
H: 0.9119 1.6867 -6.0909  0.12
H: 3.3682 1.5862 -6.0596  0.12
H: 5.4861 1.0776 -4.7558  0.13
H: 6.5218 0.3535 -2.6178  0.12
H: 5.0501 -0.1597 -0.6787  0.13
H: -0.3468 2.6247 0.6917  0.10
H: -1.0372 4.9876 0.5296  0.12
H: -2.3451 5.7636 -1.4133  0.11
H: -2.9942 4.1789 -3.1904  0.11
H: -2.3340 1.7965 -3.0193  0.11
B: 2.5770 4.3845 -1.7350  -0.37
C: 2.4070 3.1738 -0.7663  -0.13
N: 2.2808 2.2214 -0.1085  0.12
H: 1.4998 4.9329 -1.7948  0.02
H: 2.8863 3.8699 -2.7941  0.02
H: 3.4512 5.0905 -1.2934  0.02

Cartesian forces, eV/Å:
0.43 0.01 -0.35
-0.06 0.04 -0.09
0.01 -0.13 -0.17
-0.02 0.00 0.07
0.03 0.05 0.01
0.00 -0.04 -0.04
-0.01 -0.07 0.02
0.02 0.01 -0.01
0.00 -0.05 -0.08
-0.01 -0.03 -0.01
0.01 0.01 -0.01
0.01 0.00 0.01
0.00 -0.01 0.03
-0.04 0.01 0.02
0.10 0.16 0.17
-0.07 -0.04 -0.02
0.09 -0.05 -0.04
-0.02 0.02 0.02
-0.01 -0.03 0.01
0.00 -0.01 0.02
0.00 0.01 -0.02
0.02 0.00 -0.01
-0.02 0.04 0.01
0.00 0.00 -0.03
-0.02 0.01 0.01
-0.01 0.00 0.03
0.01 0.03 -0.01
-0.02 0.01 0.00
-0.04 -0.02 0.01
0.01 -0.01 0.01
-0.02 -0.01 0.00
-0.01 0.00 -0.01
0.00 0.01 -0.01
0.02 0.01 -0.01
-0.03 0.00 0.03
-0.01 0.00 0.00
0.01 0.01 -0.02
-0.01 0.01 -0.01
-0.01 0.01 -0.01
-0.01 0.00 0.01
0.01 -0.01 0.01
-0.39 -0.01 -0.10
-0.18 -0.01 0.25
0.10 -0.07 0.03
0.18 0.08 0.16
-0.03 -0.09 0.15
0.02 0.01 -0.09
-0.02 -0.01 0.05
0.00 -0.01 0.04
0.05 0.03 -0.07
-0.02 0.00 -0.03
-0.02 -0.02 0.04
0.04 -0.03 -0.01
-0.03 0.12 0.00
0.00 -0.03 0.04
0.01 0.03 -0.05
0.03 0.01 -0.01
0.02 0.00 0.00
0.00 0.00 0.00
0.00 -0.02 0.00
0.02 0.05 0.05
0.00 0.00 -0.01
-0.01 -0.01 -0.01
0.02 0.01 -0.01
0.00 0.01 -0.01
0.01 0.00 0.01
0.00 0.00 0.01
0.00 -0.02 -0.02
0.00 0.01 0.01
0.00 0.02 0.00
-0.01 0.00 -0.01
-0.01 -0.02 -0.01
-0.01 0.01 0.03
0.02 -0.14 0.02
-0.07 0.21 -0.05
0.02 -0.02 0.01
-0.01 -0.02 0.04
-0.03 -0.02 -0.01

Kohn-Sham gap: 6.44 eV
Charge: +1
DFT total energy: -132877.80510 eV

***

Entry 3:
Computed, not measured: the molecule C4H6IN, with ωB97M-V/def2-TZVPD.

Each line ends with the Löwdin charge.
Atoms and positions in Å:
C: 1.1113 1.3793 0.8194  -0.07
N: 0.2625 1.0662 -0.0109  0.03
C: -0.5358 -0.1912 0.1116  -0.44
C: -0.8885 -0.7702 -1.2021  -0.08
C: -0.6311 -0.8134 1.2734  -0.61
I: -2.0052 -2.3403 1.6808  0.81
H: 1.7246 2.2488 0.6667  0.07
H: 1.2484 0.8081 1.7470  0.07
H: -1.7207 -0.3763 -1.7154  0.07
H: -0.8919 -1.8397 -1.0194  0.05
H: -0.1039 -0.5427 -1.8959  0.08
H: 0.0355 -0.5577 2.1609  0.05

Cartesian forces, eV/Å:
1.07 -0.10 1.97
-2.20 -1.66 -2.04
1.63 1.43 0.14
0.63 -0.44 0.56
0.61 0.12 1.72
0.40 0.10 -0.13
0.13 0.44 -0.01
0.45 0.13 -0.08
-1.53 0.22 -0.13
-0.56 -0.18 -0.62
0.88 0.06 -0.19
-1.49 -0.14 -1.17

Kohn-Sham gap: 9.36 eV
Charge: 0
DFT total energy: -13834.00509 eV
SMILES: C=N/C(C)=C/I

***

> Which of these has the lowest charge?

C4H6IN

***

Please write out number 3 again, unchanged.
Computed, not measured: the molecule C4H6IN, with ωB97M-V/def2-TZVPD.

Each line ends with the Löwdin charge.
Atoms and positions in Å:
C: 1.1113 1.3793 0.8194  -0.07
N: 0.2625 1.0662 -0.0109  0.03
C: -0.5358 -0.1912 0.1116  -0.44
C: -0.8885 -0.7702 -1.2021  -0.08
C: -0.6311 -0.8134 1.2734  -0.61
I: -2.0052 -2.3403 1.6808  0.81
H: 1.7246 2.2488 0.6667  0.07
H: 1.2484 0.8081 1.7470  0.07
H: -1.7207 -0.3763 -1.7154  0.07
H: -0.8919 -1.8397 -1.0194  0.05
H: -0.1039 -0.5427 -1.8959  0.08
H: 0.0355 -0.5577 2.1609  0.05

Cartesian forces, eV/Å:
1.07 -0.10 1.97
-2.20 -1.66 -2.04
1.63 1.43 0.14
0.63 -0.44 0.56
0.61 0.12 1.72
0.40 0.10 -0.13
0.13 0.44 -0.01
0.45 0.13 -0.08
-1.53 0.22 -0.13
-0.56 -0.18 -0.62
0.88 0.06 -0.19
-1.49 -0.14 -1.17

Kohn-Sham gap: 9.36 eV
Charge: 0
DFT total energy: -13834.00509 eV
SMILES: C=N/C(C)=C/I